The following is a DFT calculation (wB97M-V/def2-TZVPD) of a cluster of 2 separate species, C5H6F2S in total.

Structure (XYZ):
```
14
Properties=species:S:1:pos:R:3:nbo_charge:R:1
C -2.572 -0.650 0.069 -0.390
C 1.231 1.287 -0.767 -0.481
C 0.836 0.972 0.685 -0.507
C 1.698 0.019 -0.151 0.672
C -1.999 -1.827 0.148 -0.272
F 1.314 -1.218 -0.547 -0.334
F 2.967 -0.191 0.245 -0.330
S -3.296 0.723 -0.169 0.245
H 0.399 1.166 -1.559 0.251
H 2.021 2.113 -1.006 0.249
H 1.287 1.359 1.579 0.237
H -2.714 -2.590 -0.070 0.204
H -1.013 -1.774 0.419 0.213
H -0.158 0.611 1.123 0.242
```

Calculated values
Spin multiplicity ... 3
Charge ... 0
HOMO-LUMO gap (alpha / beta) ... 7.221 / 7.925 eV
LUMO level (alpha / beta) ... 0.85 / -2.50 eV

The following is a DFT calculation (wB97M-V/def2-TZVPD) of a cluster of 2 separate species, C5H6F7N2P in total.

Structure (XYZ):
```
21
Properties=species:S:1:pos:R:3:nbo_charge:R:1
N -2.767 1.194 -0.063 -0.623
N -1.445 1.128 0.425 -0.102
C -1.209 0.252 1.409 0.089
C 0.069 0.062 1.902 -0.172
C 1.101 0.818 1.397 -0.123
C 0.811 1.751 0.424 0.398
F 1.765 2.517 -0.066 -0.276
C -0.467 1.887 -0.081 0.000
H -2.805 0.795 -0.994 0.397
H -3.066 2.160 -0.054 0.375
H -2.041 -0.316 1.783 0.251
H 0.280 -0.682 2.648 0.261
H 2.113 0.685 1.737 0.264
H -0.668 2.585 -0.877 0.248
F 1.378 -1.537 0.158 -0.624
P 1.201 -2.140 -1.387 2.610
F -0.204 -1.220 -1.319 -0.629
F 2.062 -2.602 -2.702 -0.580
F 0.093 -3.236 -1.902 -0.582
F 1.914 -3.414 -0.640 -0.583
F 1.886 -0.689 -1.797 -0.600
```

Calculated values
Charge ... 0
HOMO-LUMO gap ... 9.236 eV
LUMO level ... -1.60 eV
Relative energy (zero: lowest compared OMol25 entry of this formula, charge and spin) ... 0.000 eV

The following is a DFT calculation (wB97M-V/def2-TZVPD) of the molecule C5H6FN3O5.

Structure (XYZ):
```
20
Properties=species:S:1:pos:R:3:nbo_charge:R:1
C 0.755 0.082 -1.395 0.590
C 0.735 -2.047 0.078 0.831
C -0.741 -0.186 0.833 0.508
C 1.126 1.018 -0.337 0.205
C -2.608 0.885 -0.176 -0.257
N 0.839 -1.333 -1.120 -0.677
N 0.010 -1.273 1.069 -0.610
N 2.079 0.836 0.600 0.437
O 0.320 0.377 -2.463 -0.545
O 1.076 -3.172 0.309 -0.522
O 2.510 -0.259 0.878 -0.472
O 2.425 1.872 1.209 -0.461
O -1.687 -0.227 -0.076 -0.447
F 0.547 2.213 -0.408 -0.301
H -0.693 0.707 1.588 0.231
H -2.209 1.620 -0.945 0.233
H -2.648 1.371 0.800 0.188
H -3.580 0.474 -0.425 0.220
H 1.212 -1.911 -1.848 0.430
H 0.531 -1.047 1.828 0.421
```

Calculated values
Charge ... 0
HOMO-LUMO gap ... 7.752 eV
LUMO level ... -1.04 eV
Relative energy (zero: lowest compared OMol25 entry of this formula, charge and spin) ... 0.759 eV

The following is a DFT calculation (wB97M-V/def2-TZVPD) of the molecule C5H6FNO.

Structure (XYZ):
```
14
Properties=species:S:1:pos:R:3:nbo_charge:R:1
C -0.776 -1.177 -0.003 0.187
C -0.031 0.009 -0.100 -0.403
C -0.702 1.269 -0.139 0.401
C 1.396 -0.056 -0.009 0.435
C 2.304 0.908 0.219 -0.531
H -2.528 -0.359 0.188 0.442
H -2.556 -2.176 -0.029 0.408
H -0.270 -2.106 -0.043 0.208
H -0.093 2.152 -0.144 0.134
H 3.342 0.777 0.129 0.217
H 2.020 1.941 0.272 0.202
N -2.062 -1.242 0.172 -0.725
O -1.943 1.364 -0.216 -0.619
F 1.898 -1.305 -0.296 -0.355
```

Calculated values
Structure (SMILES) ... C=C(F)/C(C=O)=C/N
Charge ... 0
HOMO-LUMO gap ... 8.643 eV
LUMO level ... 0.49 eV
Relative energy (zero: lowest compared OMol25 entry of this formula, charge and spin) ... 2.051 eV

The following is a DFT calculation (wB97M-V/def2-TZVPD) of a structure of composition C5H6FeO3.

Structure (XYZ):
```
15
Properties=species:S:1:pos:R:3:nbo_charge:R:1
C 1.155 2.117 2.867 -0.239
C 1.438 1.597 1.501 -0.482
C 0.181 1.614 0.627 -0.379
C -0.420 0.565 0.161 0.744
O -1.118 -0.349 -0.140 -0.723
Fe -1.887 -1.625 -1.221 1.580
H 1.258 3.180 3.088 0.197
H 0.693 1.470 3.614 0.188
H 1.825 0.570 1.543 0.235
H 2.191 2.216 0.993 0.254
H -0.298 2.566 0.378 0.311
O -1.685 -4.167 -4.291 -0.512
O -1.918 -2.637 -2.696 -0.890
C -1.246 -3.510 -3.363 0.625
H -0.168 -3.606 -3.059 0.093
```

Calculated values
Spin multiplicity ... 6
Charge ... +1
HOMO-LUMO gap (alpha / beta) ... 7.381 / 6.901 eV
LUMO level (alpha / beta) ... -4.94 / -6.53 eV
Relative energy (zero: lowest compared OMol25 entry of this formula, charge and spin) ... 0.000 eV

The following is a DFT calculation (wB97M-V/def2-TZVPD) of the molecule C5H6IN3O2.

Structure (XYZ):
```
17
Properties=species:S:1:pos:R:3:nbo_charge:R:1
C -0.826 0.820 1.543 -0.241
C -1.288 -0.275 0.624 -0.387
C 0.111 1.651 1.039 -0.033
C -0.168 -0.667 -0.318 -0.228
C 0.519 0.550 -0.931 0.460
N 0.632 1.597 -0.273 -0.449
N 0.835 0.247 -2.456 -0.810
N 0.897 -1.612 0.464 0.549
O 1.819 -1.991 -0.213 -0.380
O 0.731 -2.011 1.588 -0.354
I -3.154 0.279 -0.319 0.129
H -1.303 0.932 2.540 0.240
H -1.459 -1.145 1.303 0.275
H 0.441 2.410 1.747 0.213
H -0.532 -1.287 -1.126 0.263
H 1.483 -0.520 -2.362 0.380
H 1.264 1.022 -2.848 0.372
```

Calculated values
Structure (SMILES) ... NC1=NC=C[C@@H](I)[C@@H]1[N+](=O)[O-]
Charge ... 0
HOMO-LUMO gap ... 9.010 eV
LUMO level ... -0.40 eV
Relative energy (zero: lowest compared OMol25 entry of this formula, charge and spin) ... 0.742 eV

The following is a DFT calculation (wB97M-V/def2-TZVPD) of the molecule C5H6INOS.

Structure (XYZ):
```
15
Properties=species:S:1:pos:R:3:nbo_charge:R:1
C -1.695 -1.441 -0.224 1.005
C -0.188 0.178 -1.088 -0.238
C 1.231 0.152 -0.418 -0.514
C -1.334 -0.723 2.398 -0.500
C -1.198 0.133 1.341 -0.046
N -1.108 -0.369 0.002 -0.441
O -2.410 -2.330 -0.416 -0.352
S 1.040 1.201 1.109 -0.413
I -1.799 0.092 4.336 0.135
H -0.481 1.310 -1.314 0.261
H -0.103 -0.492 -2.034 0.227
H 1.555 -0.844 -0.232 0.193
H 1.902 0.496 -1.098 0.210
H -1.260 -1.872 2.428 0.237
H -1.536 1.103 1.320 0.236
```

Calculated values
Charge ... 0
HOMO-LUMO gap ... 5.853 eV
LUMO level ... -0.89 eV
Relative energy (zero: lowest compared OMol25 entry of this formula, charge and spin) ... 3.536 eV

The following is a DFT calculation (wB97M-V/def2-TZVPD) of a structure of composition C5H6Li2MnO4.

Structure (XYZ):
```
18
Properties=species:S:1:pos:R:3:nbo_charge:R:1
O 0.145 0.181 -1.349 -0.858
C 1.350 0.480 -1.153 0.820
O 1.699 1.338 -0.293 -0.888
Li 0.238 2.068 0.779 0.951
Li 3.338 2.207 -0.644 0.982
O -1.283 1.347 1.522 -0.773
Mn -1.434 -0.545 -0.630 1.495
C -2.017 0.396 1.213 0.318
O -2.988 0.149 2.083 -0.472
C -3.669 -1.101 1.995 -0.280
H -4.208 -1.228 2.938 0.251
H -4.387 -1.090 1.164 0.198
H -2.953 -1.924 1.873 0.179
C 2.382 -0.104 -2.049 -0.367
C 3.572 -0.501 -1.589 -0.293
H 2.066 -0.301 -3.074 0.268
H 4.309 -0.949 -2.255 0.258
H 3.840 -0.424 -0.530 0.210
```

Calculated values
Spin multiplicity ... 6
Charge ... +2
HOMO-LUMO gap (alpha / beta) ... 8.738 / 8.286 eV
LUMO level (alpha / beta) ... -7.66 / -8.42 eV

The following is a DFT calculation (wB97M-V/def2-TZVPD) of a structure of composition C5H6Li2O4Sm.

Structure (XYZ):
```
18
Properties=species:S:1:pos:R:3:lowdin_spin:R:1
O 1.056 -0.355 -0.254 -0.001
C 1.963 -0.001 0.546 0.005
O 2.375 1.209 0.441 -0.006
Sm 1.092 1.894 -1.140 6.013
Li 3.973 2.023 0.935 0.003
O -0.800 1.608 -1.764 -0.022
Li -0.516 -1.230 -0.899 0.001
C -1.498 0.547 -1.684 0.004
O -2.711 0.755 -2.172 0.001
C -3.788 0.000 -1.632 0.000
H -4.681 0.636 -1.655 0.000
H -3.966 -0.906 -2.226 0.000
H -3.554 -0.273 -0.595 0.000
C 2.486 -0.922 1.563 0.001
C 1.899 -1.107 2.749 0.000
H 3.394 -1.456 1.281 0.000
H 2.330 -1.781 3.489 0.000
H 0.947 -0.643 3.017 0.000
```

Calculated values
Spin multiplicity ... 7
Charge ... +2
HOMO-LUMO gap (alpha / beta) ... 6.336 / 7.633 eV
LUMO level (alpha / beta) ... -7.64 / -7.74 eV
Relative energy (zero: lowest compared OMol25 entry of this formula, charge and spin) ... 0.943 eV

The following is a DFT calculation (wB97M-V/def2-TZVPD) of a structure of composition C5H6MgO4Rb.

Structure (XYZ):
```
17
Properties=species:S:1:pos:R:3:nbo_charge:R:1
O -0.596 0.474 0.493 -0.919
C -1.576 0.835 -0.192 0.974
O -1.763 1.917 -0.713 -0.624
O -2.513 -0.229 -0.419 -0.475
C -3.599 0.023 -1.075 0.453
C -4.671 -0.964 -1.070 -0.617
Rb 1.368 4.173 0.766 0.999
H -3.518 0.790 -1.856 0.258
H -5.116 -0.095 -0.329 0.321
H -5.349 -0.762 -1.910 0.320
H -4.533 -1.760 -0.333 0.302
Mg 0.115 -1.085 1.578 0.984
C -4.226 -3.306 -2.867 -0.892
C -5.216 -4.160 -3.151 0.774
O -6.107 -4.864 -3.352 -0.384
H -3.447 -3.687 -2.203 0.260
H -3.886 -2.681 -3.696 0.266
```

Calculated values
Spin multiplicity ... 2
Charge ... +2
HOMO-LUMO gap (alpha / beta) ... 6.509 / 6.823 eV
LUMO level (alpha / beta) ... -7.25 / -7.26 eV
Relative energy (zero: lowest compared OMol25 entry of this formula, charge and spin) ... 1.607 eV